(1)
{
  "formula": "C4H10N5S",
  "method": "ωB97M-V/def2-TZVPD",
  "elements": ["C", "C", "C", "C", "N", "N", "N", "N", "N", "S", "H", "H", "H", "H", "H", "H", "H", "H", "H", "H"],
  "xyz": [[-2.22120, -0.03422, 0.07095], [-0.15488, -0.89552, -1.37344], [1.42132, 0.99462, 1.00091], [-0.48512, 0.26620, -0.54061], [-2.53328, 1.17784, 0.80919], [-3.16433, -0.09852, -0.95334], [-3.52121, 1.71068, 0.21755], [-3.90351, 0.85254, -0.83604], [0.06171, 0.48448, 0.77739], [-2.27166, -1.61918, 0.92871], [0.43616, -0.50369, -2.16504], [-0.97389, -1.34951, -1.78548], [0.22197, -1.57298, -0.63869], [1.63170, 2.03441, 0.83691], [1.76209, 0.84843, 2.01672], [2.12344, 0.51832, 0.37214], [-0.49060, 1.23130, -1.04310], [-0.07010, -0.52466, 1.17939], [-0.56160, 0.95423, 1.55536], [-3.28945, -2.12083, -0.02956]],
  "atomic_forces_ev_per_a": [[2.4, 0.6, -0.2], [2.0, 1.3, 1.8], [1.4, 0.0, 0.4], [-4.9, 2.2, 0.2], [-0.8, -0.1, -0.3], [-0.1, -0.5, -1.4], [0.6, 0.7, 1.3], [-0.8, 0.5, -0.7], [-0.5, -2.5, 4.3], [-1.7, -1.0, -1.1], [1.3, -0.6, -0.6], [-2.4, -0.9, -1.0], [1.2, -1.2, -0.4], [-1.1, 0.8, -0.4], [-0.4, -0.5, 0.4], [0.6, -1.0, -0.8], [-0.3, 0.0, -0.1], [1.3, 1.6, -0.4], [0.5, -0.1, -2.6], [2.0, 0.6, 1.8]],
  "total_charge": 1,
  "multiplicity": 3,
  "homo_energy_ha": [-0.4294, -0.5129],
  "gap_ev": [8.08, 6.08]
}

---

(2)
{
  "formula": "C4H10NO",
  "method": "ωB97M-V/def2-TZVPD",
  "elements": ["C", "N", "C", "C", "C", "O", "H", "H", "H", "H", "H", "H", "H", "H", "H", "H"],
  "xyz": [[0.14058, 1.76627, -0.94052], [0.87883, 0.71248, -0.29080], [0.17475, -0.02947, 0.75256], [-1.06291, 0.64550, 1.33261], [-0.15668, -1.51308, 0.15085], [0.34551, -1.68539, -1.08957], [0.65169, 2.04678, -1.87015], [0.12614, 2.71567, -0.38878], [-0.87575, 1.51246, -1.25329], [0.99331, -0.04607, -1.00399], [0.88566, -0.25558, 1.56155], [-1.93836, 0.29858, 0.78441], [-1.17965, 0.34627, 2.37259], [-0.98186, 1.73248, 1.29412], [0.29364, -2.21276, 0.88577], [-1.27278, -1.56492, 0.11571]],
  "atomic_forces_ev_per_a": [[0.3, 0.5, -0.6], [0.0, 0.0, -0.2], [0.3, -0.9, 0.0], [0.4, -0.2, 0.0], [0.2, 0.9, -0.8], [0.2, 0.0, 0.0], [0.1, -0.2, 0.0], [-0.2, -0.2, 0.3], [-0.3, 0.0, 0.1], [0.0, 0.0, 0.2], [0.0, 0.4, 0.0], [-0.2, 0.3, 0.0], [-0.1, 0.0, 0.1], [-0.2, 0.0, 0.1], [-0.5, -0.2, 0.2], [0.0, -0.4, 0.6]],
  "total_charge": -1,
  "homo_energy_ha": -0.0943,
  "e_above_lowest_kj_mol": 66.5,
  "gap_ev": 6.86
}

---

(3)
{
  "formula": "C4H10NO",
  "method": "ωB97M-V/def2-TZVPD",
  "elements": ["C", "N", "C", "C", "C", "O", "H", "H", "H", "H", "H", "H", "H", "H", "H", "H"],
  "xyz": [[-0.91681, -1.04476, -1.34208], [-0.77588, 0.35899, -0.92305], [0.02545, 0.73432, 0.24891], [1.50050, 0.92213, -0.09673], [-0.03898, -0.31234, 1.61084], [1.02799, -0.35060, 2.33808], [-0.19422, -1.74993, -0.91158], [-1.75063, -1.59720, -0.87624], [-0.90588, -0.98367, -2.42461], [-1.68767, 0.77320, -0.96430], [-0.40833, 1.61142, 0.73481], [2.05440, 0.92333, 0.83482], [1.68868, 1.85415, -0.64505], [1.80706, 0.06030, -0.70107], [-0.40271, -1.25187, 1.08242], [-1.02299, 0.05252, 2.03483]],
  "atomic_forces_ev_per_a": [[0.2, 0.0, 1.2], [0.2, -0.4, 0.1], [0.4, -0.9, 1.7], [-0.7, 0.1, -0.3], [-1.4, 0.5, -2.7], [0.4, -0.1, 0.7], [1.0, 0.8, -0.6], [-0.8, 0.6, -0.7], [-0.2, -0.9, -0.2], [-0.1, 0.3, 0.4], [0.1, 0.4, -0.6], [0.2, -0.1, 0.2], [0.0, -0.2, -0.1], [0.2, 0.2, 0.0], [0.5, -0.3, 0.5], [0.2, 0.1, 0.5]],
  "total_charge": -1,
  "homo_energy_ha": -0.0770,
  "e_above_lowest_kj_mol": 134.4,
  "gap_ev": 6.22
}

---

Which formula does entry 3 have?
C4H10NO

---

What is the formula in the first record?
C4H10N5S